Density functional theory data (ωB97M-V with the def2-TZVPD basis set) for a structure of composition C69H61BrCsN7O3P2SSi.

Each line ends with the Löwdin charge.
Element x y z (Å)
Cs (0.75275, 0.61094, 0.65465)  0.95
N (0.33935, 4.56403, 3.73676)  0.01
C (0.05583, 3.70738, 2.67067)  -0.92
S (-0.76680, 2.24303, 3.08424)  0.43
N (0.42674, 4.21970, 1.52097)  -0.04
N (0.46301, 3.40645, 0.41231)  -0.10
C (0.56965, 4.02282, -0.73741)  -0.25
C (0.60570, 5.52233, -0.81397)  -0.20
C (1.64338, 6.23897, -0.21457)  -0.04
C (1.69271, 7.62231, -0.29159)  -0.10
C (0.69306, 8.32632, -0.95995)  -0.12
C (-0.34927, 7.62787, -1.54914)  -0.10
C (-0.38944, 6.23723, -1.47216)  -0.06
C (0.73782, 3.23764, -1.96565)  -0.29
C (1.01379, 3.93019, -3.20258)  -0.07
C (1.27843, 3.26324, -4.35997)  -0.10
C (1.09461, 1.78882, -4.43667)  -0.20
C (0.88674, 1.10215, -3.03358)  -0.27
N (0.79224, 1.90495, -1.85865)  -0.09
H (-0.24838, 4.41629, 4.53864)  0.04
H (0.47988, 5.52263, 3.45536)  0.06
H (2.40718, 5.69161, 0.32223)  0.11
H (2.51058, 8.15788, 0.17729)  0.09
H (0.72956, 9.40831, -1.01901)  0.08
H (-1.13439, 8.16238, -2.07247)  0.09
H (-1.20040, 5.69203, -1.94360)  0.11
H (1.10212, 5.00763, -3.18127)  0.09
H (1.58078, 3.80131, -5.25457)  0.08
H (1.87004, 1.30729, -5.03912)  0.12
H (1.61125, 0.29136, -2.85086)  0.12
N (5.15430, -1.78547, -1.77008)  0.11
C (4.59180, -2.44172, -0.66808)  -0.33
C (5.28349, -3.50565, -0.08876)  -0.04
C (4.71408, -4.14300, 0.99946)  -0.08
C (3.49051, -3.71298, 1.48315)  -0.06
C (2.87552, -2.66240, 0.81682)  -0.14
N (3.40444, -2.04426, -0.23423)  0.16
C (4.83991, -0.50819, -2.24616)  -0.32
C (5.00920, -0.23121, -3.60393)  -0.04
C (4.72686, 1.04626, -4.05130)  -0.09
C (4.26871, 1.99721, -3.15610)  -0.08
C (4.13032, 1.61604, -1.83012)  -0.12
N (4.42944, 0.40109, -1.37372)  0.15
H (5.77390, -2.33034, -2.33830)  0.12
H (6.25255, -3.80471, -0.47331)  0.10
H (5.24094, -4.95733, 1.48329)  0.10
H (3.03086, -4.15021, 2.35974)  0.10
H (1.90541, -2.29094, 1.12570)  0.07
H (5.33327, -1.00870, -4.28744)  0.10
H (4.83516, 1.28787, -5.10260)  0.10
H (3.98045, 2.98852, -3.47421)  0.10
H (3.75748, 2.32199, -1.09384)  0.11
O (-3.57558, -1.34922, -1.98063)  -0.06
C (-4.76666, -0.70585, -1.74583)  -0.27
C (-5.75687, -0.62937, -2.71954)  -0.03
C (-6.92503, 0.05283, -2.43724)  -0.09
C (-7.09582, 0.66088, -1.20071)  -0.09
C (-6.07203, 0.61745, -0.26478)  -0.07
C (-4.88146, -0.05342, -0.52046)  -0.26
P (-3.38945, -0.00149, 0.60088)  1.15
C (-3.53119, 1.77121, 1.05119)  -0.41
C (-2.76735, 2.64373, 0.27680)  -0.12
C (-2.81279, 4.01155, 0.50098)  -0.08
C (-3.61819, 4.51944, 1.50886)  -0.08
C (-4.38199, 3.65822, 2.28649)  -0.09
C (-4.34102, 2.29070, 2.05698)  -0.13
C (-4.01861, -0.85873, 2.09419)  -0.37
C (-3.47277, -0.52695, 3.33729)  -0.11
C (-3.81746, -1.24695, 4.47256)  -0.09
C (-4.69630, -2.32013, 4.38222)  -0.10
C (-5.22875, -2.66954, 3.14752)  -0.10
C (-4.89254, -1.94209, 2.01108)  -0.09
C (-3.46890, -2.63037, -2.45184)  -0.26
C (-4.55264, -3.46357, -2.69496)  -0.02
C (-4.32498, -4.73539, -3.20399)  -0.10
C (-3.03455, -5.16761, -3.45658)  -0.10
C (-1.96062, -4.33518, -3.15389)  -0.09
C (-2.14916, -3.06544, -2.62699)  -0.26
P (-0.79831, -1.89604, -2.09049)  1.15
C (-0.52609, -0.98156, -3.66816)  -0.33
C (-0.49604, 0.51226, -3.54668)  -0.19
C (-0.33808, 1.29818, -4.88431)  -0.19
C (-0.35589, 0.49318, -6.13463)  -0.07
C (-0.30135, -0.83719, -6.11321)  -0.09
C (-0.37780, -1.58367, -4.84792)  -0.10
C (0.58627, -3.11822, -2.01832)  -0.38
C (1.72991, -3.08517, -2.81031)  -0.09
C (2.72515, -4.04610, -2.65677)  -0.10
C (2.60612, -5.03619, -1.69440)  -0.10
C (1.48580, -5.05645, -0.86984)  -0.09
C (0.49159, -4.10429, -1.02997)  -0.13
H (-5.60119, -1.08696, -3.68836)  0.12
H (-7.70009, 0.11868, -3.19159)  0.10
H (-8.01358, 1.19097, -0.97705)  0.10
H (-6.18611, 1.13484, 0.67950)  0.10
H (-2.08545, 2.25004, -0.47472)  0.09
H (-2.17214, 4.67002, -0.07014)  0.08
H (-3.62306, 5.58407, 1.71082)  0.10
H (-4.99479, 4.04944, 3.09092)  0.09
H (-4.91906, 1.62751, 2.69143)  0.10
H (-2.76884, 0.30015, 3.41122)  0.06
H (-3.38401, -0.97420, 5.42794)  0.10
H (-4.95933, -2.88542, 5.26863)  0.09
H (-5.90726, -3.51108, 3.06717)  0.09
H (-5.31111, -2.22331, 1.05054)  0.10
H (-5.56097, -3.13475, -2.48829)  0.11
H (-5.16961, -5.38502, -3.40190)  0.10
H (-2.85728, -6.15463, -3.86649)  0.09
H (-0.95033, -4.69853, -3.30086)  0.10
H (-1.30330, 0.86721, -2.90304)  0.13
H (-1.01161, 2.15117, -4.95952)  0.14
H (-0.36944, 1.02307, -7.08418)  0.10
H (-0.25754, -1.39683, -7.04223)  0.09
H (-0.37267, -2.66866, -4.90031)  0.10
H (1.85351, -2.29760, -3.54279)  0.10
H (3.60898, -4.00540, -3.28499)  0.10
H (3.39226, -5.77065, -1.56400)  0.10
H (1.40024, -5.80143, -0.08704)  0.10
H (-0.37583, -4.11770, -0.37639)  0.10
C (-0.21262, -1.11904, 5.38885)  -0.13
Si (0.50689, -2.41620, 4.26141)  0.40
C (-0.49155, -2.56552, 2.69513)  -0.14
C (0.51990, -4.09284, 5.09228)  -0.16
H (-0.80759, -1.56438, 6.19398)  0.03
H (-0.82974, -0.39872, 4.84417)  0.00
H (0.61030, -0.55292, 5.83786)  0.04
H (-1.54563, -2.76312, 2.92346)  0.03
H (-0.12137, -3.37997, 2.06126)  0.02
H (-0.45040, -1.63813, 2.12233)  -0.02
H (-0.46324, -4.32642, 5.52379)  0.03
H (1.26218, -4.10409, 5.89670)  0.03
H (0.77266, -4.88779, 4.38064)  0.02
Br (5.74059, -1.42789, 7.95691)  0.60
C (5.17513, -0.51434, 6.35833)  -0.71
C (5.84697, 0.66289, 6.01589)  -0.19
C (5.41449, 1.31332, 4.83646)  -0.13
C (4.39260, 0.81850, 4.06964)  -0.04
C (3.71124, -0.38938, 4.43694)  -0.16
C (4.14925, -1.05587, 5.63335)  -0.10
C (2.66125, -0.87005, 3.63377)  -0.50
O (2.12227, -2.10242, 4.04455)  -0.14
O (2.16940, -0.32678, 2.61662)  -0.33
H (6.64245, 1.05580, 6.63188)  0.06
H (5.91065, 2.22998, 4.53381)  0.09
H (4.06824, 1.33115, 3.17176)  0.11
H (3.66956, -1.97122, 5.94695)  0.09

Calculated values
Spin multiplicity = 1
Lowest unoccupied orbital energy (alpha / beta) = 3.33 / 3.34 eV
F_max = 0.0313 hartree/bohr
Gap between HOMO and LUMO (alpha / beta) = 0.1245 / 0.1294 hartree
E = -196999.4200 eV
Total charge = -2
Relative energy (zero: lowest compared OMol25 entry of this formula, charge and spin) = 127.7 kJ/mol
Molecular weight = 1371.20 g/mol

Density functional theory data (ωB97M-V with the def2-TZVPD basis set) for a structure of composition C69H82BCl2CoF14NO19S2.

Each line ends with the Löwdin spin population.
Element x y z (Å)
Co (-1.15497, 3.24267, 0.70884)  2.79
N (-0.28226, 1.72921, -0.00665)  0.03
S (1.13099, 1.33773, -0.61526)  0.01
O (1.34277, 1.40319, -2.06728)  0.00
O (1.97706, 0.43968, 0.17285)  0.01
F (1.77257, 2.73152, -0.06552)  0.00
S (-0.77036, 0.03351, -0.01395)  0.00
O (-0.60736, -0.60336, 1.25160)  0.00
O (-0.64647, -0.73022, -1.24854)  0.01
F (-2.35112, 0.34444, 0.01710)  0.00
B (-0.61490, 5.70255, 0.51662)  0.00
F (-1.37507, 6.61131, -0.15062)  0.00
F (-1.31441, 5.07367, 1.54675)  0.03
F (-0.24366, 4.70499, -0.41474)  0.03
F (0.55601, 6.30953, 0.97014)  0.00
C (5.37053, 0.18829, -1.91207)  0.00
Cl (4.90017, -1.34976, -2.63284)  0.00
Cl (6.22972, 1.08133, -3.21723)  0.00
H (4.41688, 0.69614, -1.76803)  0.00
H (5.87452, 0.07093, -0.95274)  0.00
C (2.04149, 5.44445, 3.95001)  0.00
C (2.15990, 4.21796, 3.02790)  0.00
O (1.79238, 2.91975, 3.54154)  0.00
C (0.52242, 2.38920, 3.45990)  0.00
O (-0.35280, 2.82220, 2.68858)  0.03
O (0.48531, 1.34830, 4.27096)  0.00
C (-0.69389, 0.49787, 4.20446)  0.00
H (2.01666, 6.42800, 3.48085)  0.00
H (2.98807, 5.55872, 4.47824)  0.00
H (1.31484, 5.16087, 4.71137)  0.00
H (3.19358, 4.29547, 2.69085)  0.00
H (1.51513, 4.36184, 2.16092)  0.00
H (-1.29771, 0.74960, 3.33261)  0.00
H (-1.22774, 0.38753, 5.14835)  0.00
H (-0.16369, -0.41443, 3.93114)  0.00
C (-4.65827, -1.01190, 3.83337)  0.00
C (-4.58448, 0.49680, 4.27546)  0.00
O (-3.63654, 1.35929, 3.70947)  0.00
C (-3.89121, 2.15100, 2.66056)  0.00
O (-2.95295, 2.62727, 1.99291)  0.01
O (-5.27739, 2.18900, 2.37915)  0.00
C (-5.60253, 3.21751, 1.53249)  0.00
H (-5.08257, -1.29585, 2.87033)  0.00
H (-5.19885, -1.61312, 4.56441)  0.00
H (-3.64471, -1.40603, 3.75948)  0.00
H (-4.12408, 0.47347, 5.26317)  0.00
H (-5.49894, 1.05375, 4.47962)  0.00
H (-5.11435, 4.18822, 1.61909)  0.00
H (-6.67817, 3.28653, 1.37018)  0.00
H (-5.27542, 2.83908, 0.56404)  0.00
C (-2.31077, -5.93825, -2.13709)  0.00
C (-2.76710, -6.91652, -3.19816)  0.00
O (-2.17289, -6.59690, -4.49115)  0.00
C (-2.42899, -7.44504, -5.57532)  0.00
O (-3.25318, -8.38492, -5.50591)  0.00
O (-1.65121, -7.07573, -6.57795)  0.00
C (-1.66343, -7.76968, -7.78770)  0.00
H (-2.44162, -6.16519, -1.07903)  0.00
H (-2.75676, -4.96976, -2.36341)  0.00
H (-1.26678, -5.71352, -2.35542)  0.00
H (-3.85614, -6.94563, -3.16286)  0.00
H (-2.56816, -7.97560, -3.03426)  0.00
H (-1.28296, -8.78851, -7.71472)  0.00
H (-0.96717, -7.36142, -8.52026)  0.00
H (-2.65916, -7.86082, -8.22164)  0.00
C (-5.24380, 6.37976, -3.48219)  0.00
C (-4.91947, 4.87101, -3.26389)  0.00
O (-4.22937, 4.65753, -2.04126)  0.00
C (-3.28244, 3.71895, -1.78288)  0.00
O (-2.81203, 3.54644, -0.64998)  0.02
O (-3.01524, 3.06972, -2.95051)  0.00
C (-2.07821, 1.97997, -3.08440)  0.00
H (-5.03029, 6.85399, -2.52426)  0.00
H (-6.30367, 6.41597, -3.73409)  0.00
H (-4.65508, 6.90280, -4.23581)  0.00
H (-4.43279, 4.47655, -4.15588)  0.00
H (-5.79439, 4.23659, -3.12204)  0.00
H (-2.50365, 1.05300, -2.69992)  0.00
H (-1.15230, 2.21409, -2.55907)  0.00
H (-1.87211, 1.74746, -4.12918)  0.00
C (0.81132, -6.95043, 4.41703)  0.00
C (0.43267, -5.49965, 4.43498)  0.00
O (0.95521, -4.89344, 5.58460)  0.00
C (0.70432, -3.61676, 5.89654)  0.00
O (-0.07096, -2.93071, 5.27214)  0.00
O (1.42591, -3.30907, 6.87294)  0.00
C (1.44662, -2.01575, 7.38067)  0.00
H (0.53970, -7.43311, 5.35583)  0.00
H (1.87720, -7.03855, 4.20673)  0.00
H (0.45894, -7.51922, 3.55656)  0.00
H (-0.63781, -5.33998, 4.30582)  0.00
H (0.82113, -4.92694, 3.59285)  0.00
H (1.90655, -1.98262, 8.36833)  0.00
H (0.40254, -1.71330, 7.46144)  0.00
H (1.97713, -1.30716, 6.74462)  0.00
F (0.23261, 2.86610, -4.59906)  0.00
C (1.30457, 3.60509, -4.63433)  0.00
C (2.55016, 2.97876, -4.77856)  0.00
C (3.67374, 3.76392, -4.85270)  0.00
C (3.54415, 5.19290, -4.88345)  0.00
C (2.24839, 5.75426, -4.77526)  0.00
C (1.14811, 4.94333, -4.64720)  0.00
H (2.52997, 1.89898, -4.78704)  0.00
H (4.62526, 3.25425, -4.88803)  0.00
H (4.43392, 5.80481, -4.86703)  0.00
H (2.17092, 6.82421, -4.65029)  0.00
H (0.16889, 5.39865, -4.63252)  0.00
F (5.84226, -2.26121, 5.36412)  0.00
C (4.72295, -1.80303, 4.70146)  0.00
C (3.85490, -2.68002, 3.98929)  0.00
C (2.71484, -2.21408, 3.32883)  0.00
C (2.44608, -0.88020, 3.30070)  0.00
C (3.38946, 0.01170, 3.91489)  0.00
C (4.42928, -0.47492, 4.70823)  0.00
H (3.96882, -3.75312, 4.03278)  0.00
H (2.02592, -2.87804, 2.82788)  0.00
H (1.64374, -0.63510, 2.62057)  0.00
H (3.21306, 1.07708, 3.89923)  0.00
H (5.11383, 0.19416, 5.20836)  0.00
F (3.89192, -6.20125, 1.71933)  0.00
C (3.03213, -5.41434, 0.99270)  0.00
C (1.73560, -5.83243, 0.89972)  0.00
C (0.81165, -4.99802, 0.37125)  0.00
C (1.26507, -3.71244, -0.11863)  0.00
C (2.57138, -3.39824, -0.14798)  0.00
C (3.50972, -4.22042, 0.52298)  0.00
H (1.41251, -6.81752, 1.20242)  0.00
H (-0.22199, -5.23365, 0.16519)  0.00
H (0.55982, -3.04277, -0.58828)  0.00
H (2.83228, -2.39647, -0.45584)  0.00
H (4.51778, -3.85835, 0.66121)  0.00
F (-2.33344, -3.85348, 0.08369)  0.00
C (-3.02350, -4.27268, 1.22714)  0.00
C (-2.38690, -4.16282, 2.50301)  0.00
C (-3.02563, -4.35418, 3.67975)  0.00
C (-4.37394, -4.67536, 3.65623)  0.00
C (-5.07958, -4.86541, 2.43469)  0.00
C (-4.36628, -4.58127, 1.23855)  0.00
H (-1.41369, -3.69524, 2.47758)  0.00
H (-2.48647, -4.21250, 4.60476)  0.00
H (-4.87830, -4.72439, 4.60997)  0.00
H (-6.14089, -5.06541, 2.43213)  0.00
H (-4.89277, -4.78546, 0.31794)  0.00
F (-2.99574, -2.90364, -4.22862)  0.00
C (-1.74268, -2.66114, -4.54140)  0.00
C (-1.07406, -3.45195, -5.48739)  0.00
C (0.22987, -3.20406, -5.90569)  0.00
C (0.85987, -2.08186, -5.37555)  0.00
C (0.16273, -1.21378, -4.51840)  0.00
C (-1.14594, -1.44924, -4.14609)  0.00
H (-1.51337, -4.37015, -5.84839)  0.00
H (0.76406, -3.89027, -6.54613)  0.00
H (1.86418, -1.81756, -5.67205)  0.00
H (0.78841, -0.43571, -4.10665)  0.00
H (-1.67756, -0.82530, -3.44290)  0.00
F (7.15091, 4.10758, 0.11447)  0.00
C (6.76139, 2.92841, 0.70847)  0.00
C (5.44256, 2.60805, 0.82668)  0.00
C (5.12940, 1.34808, 1.30503)  0.00
C (6.12826, 0.47255, 1.73455)  0.00
C (7.48589, 0.84301, 1.54118)  0.00
C (7.80462, 2.09578, 1.10768)  0.00
H (4.62058, 3.21087, 0.46982)  0.00
H (4.12946, 0.95481, 1.41390)  0.00
H (5.89775, -0.51200, 2.11392)  0.00
H (8.28064, 0.12772, 1.69331)  0.00
H (8.82224, 2.45098, 1.03938)  0.00
F (-6.51370, 0.21922, 0.46263)  0.00
C (-6.28921, 0.28371, -0.91349)  0.00
C (-5.47081, -0.67606, -1.57549)  0.00
C (-5.05242, -0.46316, -2.86622)  0.00
C (-5.59337, 0.54686, -3.57883)  0.00
C (-6.41293, 1.48773, -3.02608)  0.00
C (-6.74822, 1.33854, -1.67879)  0.00
H (-5.18766, -1.47741, -0.90911)  0.00
H (-4.37600, -1.12041, -3.39240)  0.00
H (-5.40501, 0.68511, -4.63326)  0.00
H (-6.84817, 2.24274, -3.66398)  0.00
H (-7.33661, 2.07988, -1.15859)  0.00
F (6.74865, 8.26689, 0.23606)  0.00
C (5.72006, 7.62491, -0.39183)  0.00
C (4.42361, 7.77144, 0.06849)  0.00
C (3.37099, 6.97262, -0.41555)  0.00
C (3.61939, 6.02732, -1.40414)  0.00
C (4.93441, 5.87144, -1.88487)  0.00
C (6.03405, 6.64547, -1.32125)  0.00
H (4.20124, 8.41212, 0.90902)  0.00
H (2.36476, 7.16870, -0.07577)  0.00
H (2.92110, 5.29492, -1.78149)  0.00
H (5.20845, 4.94654, -2.37053)  0.00
H (7.03771, 6.42595, -1.65424)  0.00

Calculated values
Spin multiplicity = 4
Lowest unoccupied orbital energy (alpha / beta) = -0.47 / -0.98 eV
F_max = 0.1536 hartree/bohr
Gap between HOMO and LUMO (alpha / beta) = 0.3011 / 0.2824 hartree
E = -236340.1859 eV
Molecular weight = 1700.16 g/mol

Density functional theory data (ωB97M-V with the def2-TZVPD basis set) for the ion C6H10 with charge -1.

Each line ends with the Löwdin spin population.
Element x y z (Å)
C (0.01487, 1.54385, -1.03915)  0.05
C (-0.20789, 0.75489, 0.25147)  0.29
C (0.38436, -0.49563, 0.46408)  0.10
C (0.73677, -1.43503, -0.54832)  0.11
C (1.10976, -2.75027, -0.38201)  0.26
C (-1.15943, 1.38168, 1.21727)  0.06
H (0.96037, 1.18273, -1.43809)  0.01
H (0.20103, 2.56478, -0.65974)  0.01
H (-0.85241, 1.56833, -1.71220)  0.02
H (0.11442, -1.04227, 1.37134)  0.00
H (0.62921, -1.04165, -1.55567)  0.00
H (1.10979, -3.16332, 0.62623)  0.02
H (1.26228, -3.54148, -1.10313)  0.03
H (-0.97545, 2.44718, 1.33404)  0.01
H (-1.10787, 0.87969, 2.19556)  0.00
H (-2.21982, 1.14653, 0.97831)  0.03

Calculated values
Spin multiplicity = 2
Lowest unoccupied orbital energy (alpha / beta) = 4.33 / 4.24 eV
F_max = 0.0433 hartree/bohr
Gap between HOMO and LUMO (alpha / beta) = 0.1421 / 0.2409 hartree
E = -6381.7172 eV
Total charge = -1
Relative energy (zero: lowest compared OMol25 entry of this formula, charge and spin) = 39.3 kJ/mol
Molecular weight = 82.15 g/mol

The highest molecular weight belongs to which entry?
C69H82BCl2CoF14NO19S2